19
Properties=species:S:1:pos:R:3:forces:R:3 method="wB97M-V/def2-TZVPD" e_homo_ev="-13.36 / -11.56" spin_multiplicity=1 total_charge=+1 relative_energy_kcal_mol=55.1 homo_lumo_gap_ev="9.17 / 6.92"
C -2.630390 -0.024329 -0.141123 2.2 -0.8 -0.8
C -1.690532 -0.833691 0.393996 -0.6 4.7 -2.2
C -1.916755 1.144869 -0.836396 0.1 -0.4 0.9
C -0.356214 0.775126 -0.747225 -2.5 0.9 -2.3
C 0.857801 -1.103440 0.396615 -0.4 1.7 0.6
C 3.391046 -0.121065 0.559652 -1.2 0.3 -1.3
N -0.246347 -0.147061 0.339430 -1.6 -1.0 3.2
Br 3.650584 -1.070164 2.066956 0.5 -0.4 1.5
Br 4.186910 -0.776085 -0.985498 0.1 -0.1 -0.2
Br 3.086031 1.729040 0.567096 0.1 0.0 0.3
H -3.725380 -0.215351 -0.180061 1.1 0.1 0.1
H -1.818834 -1.707611 0.858106 0.1 -3.2 2.0
H -2.316675 1.469769 -1.794037 0.4 -0.9 -0.5
H -2.207708 2.013668 -0.288053 0.4 0.9 1.0
H -0.180988 0.082107 -1.569121 0.4 0.8 -0.7
H 0.254796 1.685962 -0.723059 0.2 -0.8 0.2
H 0.755121 -1.652087 1.283382 0.4 -0.7 1.2
H 1.129746 -1.602439 -0.464940 0.3 -0.7 -1.9
H -0.222212 0.352784 1.264281 0.1 -0.3 -0.9


17
Properties=species:S:1:pos:R:3:forces:R:3 method="wB97M-V/def2-TZVPD" e_homo_ev=-9.06 spin_multiplicity=1 relative_energy_kcal_mol=39.3 homo_lumo_gap_ev=9.91
C -1.916124 -0.198729 1.834362 2.3 -0.4 -1.1
C -1.758229 0.494908 0.735939 4.5 0.2 -1.8
Br -3.090547 1.304338 -0.253698 -0.5 0.3 -0.2
C -0.169842 0.541324 0.094126 -2.7 -0.9 1.0
C 0.095948 0.898163 -1.164432 -1.3 0.3 -0.5
C 1.446462 0.915815 -1.878046 -2.7 0.0 0.6
O 0.732043 -0.009528 1.002010 -0.4 0.8 -0.2
C 1.037661 -1.389719 0.853564 -2.5 -1.0 -0.9
H -2.880767 -0.354777 2.148128 -1.8 -0.6 1.4
H -0.979478 -0.720096 2.120064 -1.2 0.5 0.6
H -0.824141 1.218973 -1.775936 1.6 -0.4 1.1
H 1.490881 1.859082 -2.400915 0.6 0.0 -0.3
H 2.181857 0.728898 -1.173292 1.8 0.4 1.4
H 1.510304 0.049341 -2.488820 -0.1 -0.5 -1.3
H 2.007657 -1.572417 1.272493 0.4 -0.2 -0.1
H 0.865487 -1.638508 -0.199555 1.1 0.0 -0.2
H 0.250820 -2.127061 1.274000 1.1 1.4 0.3


26
Properties=species:S:1:pos:R:3:forces:R:3 method="wB97M-V/def2-TZVPD" e_homo_ev="-1.48 / -2.50" spin_multiplicity=2 total_charge=-2 homo_lumo_gap_ev="6.49 / 6.66" s_squared=0.76
Cd -0.475847 -0.565541 0.050532 0.3 -0.1 -0.3
O -1.177041 1.433163 0.888786 -0.3 -0.1 -0.2
C -0.232688 2.196745 1.544466 0.4 0.4 0.3
C 1.206608 1.846939 1.153943 0.2 0.0 0.0
N 1.457383 0.413197 1.184631 -0.3 -0.1 -0.1
C 1.452842 -0.194480 2.499068 0.1 0.3 0.2
C 1.055834 -1.680471 2.489999 0.0 -0.1 -0.1
O 1.501984 -2.382513 3.396210 0.1 -0.1 0.2
O 0.266910 -2.065711 1.568279 -0.2 0.2 -0.2
C 2.609867 0.030482 0.389133 0.2 -0.1 0.2
C 2.384869 0.160599 -1.128124 0.0 0.1 -0.1
O 3.370386 0.436820 -1.814024 0.2 0.0 -0.1
O 1.206206 -0.060236 -1.538783 -0.3 -0.1 0.2
H -1.559753 2.039859 -0.153499 0.3 -0.6 0.9
H -0.344646 2.112070 2.638289 -0.1 -0.1 0.0
H -0.356845 3.272073 1.323329 -0.1 -0.1 -0.1
H 1.925831 2.387579 1.798441 -0.1 0.0 0.0
H 1.378805 2.168457 0.122813 -0.1 0.0 0.0
H 0.705951 0.318037 3.112905 0.0 -0.1 0.0
H 2.423492 -0.094063 3.009941 -0.1 0.0 0.0
H 2.811576 -1.026960 0.592379 0.0 0.0 -0.1
H 3.507604 0.601971 0.672463 -0.1 0.0 -0.1
S -2.770515 1.130376 -4.833187 -0.2 0.0 -0.2
Sb -1.647438 0.890265 -2.872199 0.3 0.4 0.0
S -2.016427 2.752654 -1.431908 -0.3 0.5 -0.8
S -2.259844 -1.025211 -1.670283 0.0 -0.3 0.4


16
Properties=species:S:1:pos:R:3:forces:R:3 method="wB97M-V/def2-TZVPD" e_homo_ev=-9.50 spin_multiplicity=1 relative_energy_kcal_mol=21.8 homo_lumo_gap_ev=10.45
C -2.679946 -1.603852 -0.483219 -0.2 0.0 0.0
C -2.586091 -0.341814 -0.117418 2.7 1.3 -0.8
Cl -3.968308 0.631116 0.199592 -0.3 0.1 0.1
C -1.175619 0.416508 0.146485 0.2 0.1 0.3
C -0.023418 1.088378 -0.773103 -2.9 -1.4 0.3
C 1.264843 0.979935 -0.517142 0.3 0.1 0.0
C 1.936745 0.217152 0.583498 -0.1 0.0 0.0
H -3.630126 -2.101650 -0.568322 -0.2 0.0 0.0
H -1.801443 -2.179159 -0.711722 0.3 0.0 0.0
H -0.636632 -0.309180 0.755535 -0.1 0.1 0.1
H -1.454969 1.248255 0.802223 0.0 -0.2 0.1
H -0.396305 1.687449 -1.588596 0.1 0.1 -0.2
H 1.943905 1.512080 -1.171237 0.0 0.1 -0.1
H 2.916311 0.646748 0.781870 0.0 0.0 0.1
H 2.088168 -0.821425 0.288412 0.0 -0.1 0.1
H 1.357782 0.235467 1.503585 0.0 -0.1 0.1


22
Properties=species:S:1:pos:R:3:forces:R:3 method="wB97M-V/def2-TZVPD" e_homo_ev=-10.70 spin_multiplicity=1 relative_energy_kcal_mol=11.9 homo_lumo_gap_ev=11.26
C -2.668242 -0.506930 2.501610 -0.3 0.0 0.0
C -1.708402 0.435980 3.236650 0.5 -1.1 -1.2
O -1.504632 1.682360 2.510300 0.5 0.9 -1.4
C -0.757332 1.750910 1.360920 1.0 -4.5 0.8
O -0.114312 0.775890 0.873030 -2.5 4.3 1.7
C -0.839652 3.158980 0.691430 -1.7 -0.5 -0.4
F -1.747302 3.077610 -0.318240 0.0 -0.3 0.4
F -1.250932 4.173570 1.464850 0.5 -0.7 0.2
F 0.297078 3.435980 0.142980 1.5 0.5 -0.3
H -2.217462 -0.928750 1.603300 0.1 0.3 0.0
H -3.623592 -0.063630 2.220750 0.1 0.3 0.1
H -2.934602 -1.375510 3.103880 0.2 0.1 0.4
H -0.753032 -0.088450 3.254940 0.2 0.2 0.2
H -2.000662 0.672870 4.259670 -0.1 0.4 -0.4
Cl 2.807988 -0.269690 -4.547570 -0.2 0.5 -1.1
C 3.001418 -1.383640 -3.229680 -0.2 0.9 2.4
C 2.402058 -2.739380 -3.479290 0.6 0.4 -1.2
Cl 3.143058 -3.954610 -2.410780 -0.3 0.1 -0.2
H 2.466058 -0.919380 -2.401450 0.0 0.0 0.1
H 4.041068 -1.319650 -2.908560 0.0 -0.7 -0.4
H 2.646218 -2.893760 -4.530310 0.0 -1.0 0.1
H 1.315218 -2.720760 -3.398430 0.2 -0.1 0.3


19
Properties=species:S:1:pos:R:3:forces:R:3 method="wB97M-V/def2-TZVPD" e_homo_ev=-11.13 spin_multiplicity=1 total_charge=+1 relative_energy_kcal_mol=42.5 homo_lumo_gap_ev=7.40
N -2.259235 -2.188068 -1.100009 0.2 1.5 0.3
C -1.892405 -1.059786 -0.370261 -0.3 -1.4 -3.5
C -1.938181 -0.978704 0.959038 -0.4 0.9 0.1
C -1.299071 0.048259 1.685720 2.5 -1.6 -3.3
C -0.115065 0.619639 1.300391 -0.8 -0.9 0.8
C 0.793589 0.386260 0.208922 1.0 0.5 -1.3
Cl 1.105993 -0.800612 -1.111828 -1.5 -0.4 0.8
C 1.814367 1.228568 0.048278 2.3 2.8 -0.3
N 2.745422 1.445218 -1.195187 0.3 0.3 2.7
Cl 2.436004 2.472779 1.177919 -0.9 -0.9 -0.7
H -2.648191 -2.208143 -2.053422 0.5 0.4 1.0
H -2.525049 -2.902922 -0.482863 -0.7 -1.4 0.3
H -1.501777 -0.314180 -1.069160 -0.1 0.3 0.8
H -2.589411 -1.586771 1.542272 -0.3 -0.8 0.1
H -1.593844 0.001781 2.651853 -0.8 1.2 3.1
H 0.336007 1.266434 2.030189 0.1 0.4 0.0
H 3.609875 0.958135 -0.997025 0.4 -0.7 0.0
H 2.463495 1.182987 -2.122028 -0.8 -0.1 -0.5
H 3.057469 2.429127 -1.102791 -0.6 -0.2 -0.5


23
Properties=species:S:1:pos:R:3:forces:R:3 method="wB97M-V/def2-TZVPD" e_homo_ev="-21.72 / -21.66" spin_multiplicity=5 total_charge=+4 homo_lumo_gap_ev="4.84 / 4.78" s_squared=6.02
Sc 4.957188 -3.270999 0.728450 -4.7 0.5 1.6
Pm 0.420091 1.098034 0.171060 -0.2 -1.4 0.0
Cl 3.756259 -2.238800 2.406793 1.4 -1.0 -1.8
Cl 0.766084 -0.248868 -1.905957 0.1 0.6 1.0
C -0.143254 2.974013 -1.095627 -1.7 6.4 -3.8
C 6.488739 -4.170699 1.992075 8.5 -2.2 3.6
C 6.893712 -2.753183 -0.030936 10.0 -0.5 -2.1
O -0.456434 3.942800 -1.664717 1.5 -4.7 2.7
O 7.584686 -4.385667 2.364618 -7.3 1.1 -2.0
O 8.043835 -2.935136 -0.199020 -7.4 1.6 0.7
C -3.707047 2.109271 0.715160 0.2 0.9 1.0
P -2.317480 1.452137 -0.208022 -1.0 -1.6 -1.4
C -1.933607 -0.249021 0.464608 0.5 0.4 0.5
C -3.049822 0.958445 -1.824249 0.4 0.2 -0.6
H -3.393083 2.328209 1.743509 -0.2 0.0 -0.1
H -4.589311 1.472401 0.755397 0.2 -0.4 -0.3
H -4.021272 3.058558 0.260903 0.2 -0.1 0.0
H -2.931397 -0.711619 0.551322 0.6 -0.3 0.1
H -1.237854 -0.882097 -0.142205 -0.9 0.3 0.0
H -1.481866 -0.161447 1.476450 -0.5 -0.3 0.2
H -3.906122 0.270798 -1.716257 0.3 0.3 0.4
H -3.408994 1.861386 -2.328063 0.0 0.0 0.1
H -2.333050 0.481485 -2.515292 -0.1 0.2 0.4


24
Properties=species:S:1:pos:R:3:forces:R:3 method="wB97M-V/def2-TZVPD" e_homo_ev="-5.59 / -5.58" spin_multiplicity=4 total_charge=-1 homo_lumo_gap_ev="7.91 / 3.63" s_squared=3.78
V 27.250270 -12.448520 -6.198210 2.9 1.3 0.9
C 29.779540 -9.204240 -7.094270 2.9 1.1 2.5
C 28.691630 -9.824710 -7.799360 0.6 -0.7 -3.2
O 28.629960 -9.526300 -9.001950 -0.9 0.1 0.0
O 28.053040 -10.738780 -7.240950 -2.4 -2.2 1.8
H 30.580610 -8.870030 -7.753580 -0.6 0.7 -0.3
H 30.368810 -9.836790 -6.430390 -0.5 -0.9 0.1
H 29.461980 -8.454210 -6.369900 -0.1 0.5 -0.4
C 27.503040 -9.617500 -3.056930 0.5 0.0 0.9
C 27.312290 -10.800830 -3.998310 -1.4 0.6 -2.3
O 28.198020 -11.587130 -4.303410 3.2 -1.9 0.4
O 26.300830 -10.946120 -4.763240 -1.5 0.8 0.1
H 28.261150 -8.917700 -3.408560 -0.5 0.2 -1.2
H 28.072520 -9.810380 -2.147760 -0.4 -1.1 0.3
H 26.604680 -9.090210 -2.735970 -0.1 -0.2 -0.5
C 30.486350 -14.058470 -8.400180 -1.0 -0.1 -0.9
C 29.253830 -13.614450 -7.609850 -1.1 1.1 2.6
O 28.005360 -13.671750 -7.824350 -1.3 -1.2 -3.0
O 29.387740 -13.085710 -6.486150 2.0 1.1 2.0
H 30.445790 -13.579390 -9.378410 -0.2 -0.1 -0.1
H 30.447740 -15.133730 -8.574620 -0.1 0.0 0.0
H 31.472880 -13.816640 -8.004740 -0.6 0.2 0.7
Cl 24.861600 -12.322400 -7.428300 0.8 -0.3 0.6
Cl 26.537490 -14.426930 -4.723390 -0.1 1.0 -1.1


18
Properties=species:S:1:pos:R:3:forces:R:3 method="wB97M-V/def2-TZVPD" e_homo_ev="-7.19 / -8.08" spin_multiplicity=1 relative_energy_kcal_mol=79.7 homo_lumo_gap_ev="6.78 / 7.91"
C 1.631350 -0.553858 0.741325 -1.8 -0.5 -0.6
C -0.894410 -0.505355 0.719905 -0.3 3.0 -2.3
C 0.306590 -0.591896 1.489897 2.6 -1.7 2.0
C -1.003461 0.552985 -0.268649 -0.6 -0.6 -0.8
C 0.883195 -0.974164 -1.512541 -0.6 0.9 -1.5
C -0.264936 1.856353 -0.469975 -2.0 -0.1 2.2
N 1.685218 -0.650372 -0.555385 1.7 -0.5 2.7
N -1.748510 -1.407307 0.900756 -4.3 -1.6 -0.7
Cl 1.190062 0.055081 -2.889343 0.0 0.3 -1.1
H 2.448635 -0.318177 1.432159 0.4 -0.1 -1.1
H 0.175783 -1.545105 2.066395 0.5 0.4 -0.4
H 0.446234 0.125816 2.286901 -0.5 0.7 0.1
H -1.881985 0.408808 -0.941143 0.7 0.3 0.5
H 0.306970 -1.809641 -1.936544 0.2 0.0 1.6
H 0.693118 1.977925 0.051835 -0.1 -0.3 -0.6
H -0.968818 2.575153 0.078996 0.9 -0.4 -0.8
H -0.313349 2.078452 -1.519879 0.5 0.4 -0.3
H -2.691686 -1.274700 0.325290 2.7 -0.1 1.2


18
Properties=species:S:1:pos:R:3:forces:R:3 method="wB97M-V/def2-TZVPD" e_homo_ev=-15.04 spin_multiplicity=1 total_charge=+1 relative_energy_kcal_mol=38.6 homo_lumo_gap_ev=11.33
O -0.557425 0.294561 -2.973300 -0.4 -0.2 0.2
C 0.181248 -0.128841 -2.169210 0.7 0.2 2.3
Cl 1.766182 -0.797573 -2.393439 0.8 -0.2 -1.4
C 0.243236 -0.070441 -0.585166 -2.3 -1.7 -1.3
C 0.653839 1.183643 0.032039 0.6 4.6 -2.0
C -0.696645 1.369714 0.708571 -0.4 3.0 1.6
N -1.026036 -0.013476 0.378641 -5.4 0.1 -5.1
C -0.502480 -1.086616 1.153231 0.8 -3.4 1.5
C 0.726341 -1.275020 0.193950 -0.6 -0.9 0.8
H 0.890867 2.052378 -0.706125 0.0 -1.6 1.4
H 1.448636 0.951885 0.674419 1.3 0.5 1.0
H -0.669741 1.618068 1.806837 -0.1 -0.7 -1.0
H -1.408618 2.194363 0.275205 1.3 -2.0 0.3
H -2.014635 -0.127216 -0.140191 2.5 0.1 1.8
H -1.132946 -2.057689 1.347508 0.8 2.2 -0.8
H -0.281809 -0.679153 2.109991 0.4 0.0 1.0
H 1.730742 -1.209830 0.606155 -0.1 0.2 0.1
H 0.649243 -2.218756 -0.319117 -0.1 -0.2 -0.4


17
Properties=species:S:1:pos:R:3:forces:R:3 method="wB97M-V/def2-TZVPD" e_homo_ev=-9.30 spin_multiplicity=1 relative_energy_kcal_mol=10.8 homo_lumo_gap_ev=10.13
S 0.184955 -1.652096 -2.082066 0.4 -0.2 -0.1
C 0.398094 -0.496436 -0.766072 0.1 1.4 1.9
C 0.560023 -0.943604 0.706197 0.1 -0.6 0.7
C -0.678634 -0.341304 1.440734 -0.5 -1.6 0.3
C -0.938542 1.002398 0.787079 0.7 -0.2 -1.6
Cl -2.655275 1.459916 0.896048 0.1 0.2 0.1
C -0.517884 0.750140 -0.670862 -0.1 -0.4 -1.8
C 0.947394 0.886497 -1.032035 -0.5 -0.1 -1.1
H 1.494718 -1.984685 -2.243993 -0.4 0.1 0.1
H 0.705260 -2.048317 0.749687 -0.7 0.7 0.2
H 1.445843 -0.571941 1.266670 -0.1 0.2 -1.0
H -1.564333 -1.038554 1.321588 0.8 1.0 -0.3
H -0.584279 -0.245598 2.513849 0.4 0.0 0.3
H -0.293272 1.850445 1.089903 -0.7 -0.5 0.7
H -1.226521 0.960810 -1.504556 0.5 -0.2 0.9
H 1.124081 0.971928 -2.121533 0.1 0.6 0.9
H 1.598371 1.440402 -0.350638 0.0 -0.6 -0.2


23
Properties=species:S:1:pos:R:3:forces:R:3 method="wB97M-V/def2-TZVPD" e_homo_ev="-12.84 / -12.95" spin_multiplicity=1 total_charge=+1 homo_lumo_gap_ev="6.62 / 6.63"
C 0.456686 -1.598670 0.698383 0.7 -0.1 1.0
C 0.005013 1.895908 -0.684940 -0.9 1.2 0.3
C -1.109224 1.149265 -0.455075 -0.9 -0.5 0.0
C 0.868257 1.765532 -1.867578 -0.4 0.5 -1.8
C -2.063018 1.309894 0.725119 2.2 4.7 -1.2
C -0.606656 -2.607615 1.187674 -0.1 -1.6 -2.7
N 0.226839 -0.421159 1.174505 0.7 -0.3 -0.4
N 2.514349 0.367007 0.108423 -0.2 0.3 1.0
N 1.564688 -2.109206 0.044200 -1.6 -1.1 -0.3
F -0.443242 -3.773965 0.473230 0.8 0.2 0.8
F -0.496080 -2.855484 2.470739 -0.5 0.3 -0.3
F -1.822954 -2.240554 0.762863 0.1 0.8 1.3
S 1.341197 0.843897 1.008894 0.1 -1.2 -0.4
S 2.694388 -1.014073 -0.659523 0.5 -0.7 -0.6
H 0.074341 2.857580 -0.145382 0.1 -0.6 -0.1
H -1.305864 0.357702 -1.224080 0.0 0.5 0.9
H 1.755258 1.242138 -1.578943 1.1 0.3 0.1
H 1.128669 2.827175 -2.241547 -0.3 -2.0 0.2
H 0.479605 1.032382 -2.660411 0.1 1.5 0.9
H -2.110608 0.471207 1.226404 -0.8 -4.9 2.0
H -3.060745 1.665951 0.487700 0.1 0.2 -0.2
H -1.574505 1.928736 1.566376 -0.8 -0.1 -1.6
H 1.483606 -3.093649 -0.417031 0.1 2.4 1.2